## 1
C19H24N2O4S2 | the ωB97M-V functional and the def2-TZVPD basis

Last column: Löwdin charge in e.
Cartesian coordinates (Å):
C1 -3.6759 -1.6811 -1.2181  -0.06
H1 -3.0041 -1.0208 -1.7606  0.06
H2 -3.7092 -1.3600 -0.1806  0.07
H3 -4.6718 -1.5960 -1.6464  0.07
C2 -3.1921 -3.1269 -1.3183  -0.25
N1 -1.9105 -3.3190 -0.6819  -0.27
S1 -0.5805 -3.1773 -1.6544  0.68
O1 -0.8958 -3.5906 -2.9950  -0.29
O2 0.5369 -3.7933 -0.9989  -0.28
C3 -0.2984 -1.4071 -1.6858  -0.27
C4 -0.0576 -0.7543 -2.8734  -0.05
C5 0.1781 0.6147 -2.8696  0.00
C6 0.1555 1.3213 -1.6771  -0.20
C7 -0.1118 0.6414 -0.4678  -0.12
C8 -0.3203 -0.7263 -0.4836  0.02
H4 -0.5022 -1.2624 0.4306  0.10
N2 -0.1381 1.4128 0.6925  0.13
C9 -0.3677 1.0151 1.9630  -0.54
O3 -0.6754 -0.1035 2.3133  0.07
C10 -0.2391 2.1330 2.9945  -0.36
H5 0.1363 1.7203 3.9320  0.09
H6 -1.2318 2.5479 3.1836  0.09
S2 0.7628 3.5638 2.4953  0.96
C11 2.3463 2.8691 2.0864  -0.52
C12 2.6875 1.5424 2.2974  -0.09
C13 3.9458 1.0975 1.9279  -0.07
C14 4.8622 1.9640 1.3592  -0.09
C15 4.5187 3.2918 1.1587  -0.09
C16 3.2651 3.7452 1.5178  -0.12
H7 2.9838 4.7762 1.3648  0.10
H8 5.2281 3.9766 0.7187  0.10
H9 5.8401 1.6074 1.0742  0.10
H10 4.2043 0.0619 2.0889  0.11
H11 1.9945 0.8460 2.7416  0.10
H12 0.0879 2.3921 0.5414  0.09
O4 0.3739 2.6632 -1.5530  -0.09
C17 0.7099 3.4027 -2.7043  -0.07
H13 -0.1012 3.3911 -3.4381  0.10
H14 1.6280 3.0273 -3.1649  0.10
H15 0.8694 4.4225 -2.3582  0.10
H16 0.3760 1.1173 -3.8024  0.11
H17 -0.0580 -1.3190 -3.7913  0.11
C18 -1.8266 -4.0354 0.5688  -0.25
C19 -2.3957 -3.2526 1.7490  -0.07
H18 -1.8873 -2.3008 1.8758  0.05
H19 -2.2644 -3.8342 2.6580  0.08
H20 -3.4583 -3.0667 1.6117  0.07
H21 -0.7657 -4.2351 0.7233  0.10
H22 -2.3489 -4.9991 0.4826  0.12
H23 -3.9203 -3.7996 -0.8564  0.12
H24 -3.0826 -3.4038 -2.3708  0.11

- SMILES: CCN(CC)S(=O)(=O)c1ccc(OC)c(NC(=O)CSc2ccccc2)c1
- HOMO-LUMO gap: 9.0 eV
- LUMO: 0.471 eV

## 2
C19H24N2O4S2 | the ωB97M-V functional and the def2-TZVPD basis

Last column: Löwdin charge in e.
Cartesian coordinates (Å):
C1 -6.9985 -2.6221 0.1307  -0.08
H1 -6.3185 -2.9552 0.9205  0.10
O1 -7.4402 -1.3026 0.3516  -0.08
C2 -6.5151 -0.3079 0.3923  -0.27
C3 -5.1506 -0.5039 0.2207  0.05
C4 -4.2845 0.5823 0.2809  -0.21
C5 -4.7818 1.8612 0.5122  -0.05
C6 -6.1423 2.0472 0.6813  -0.09
C7 -7.0101 0.9771 0.6230  -0.02
H2 -8.0721 1.1066 0.7531  0.11
H3 -6.5273 3.0397 0.8610  0.10
H4 -4.1070 2.7041 0.5601  0.10
N1 -2.9024 0.4414 0.1138  0.14
C8 -2.1671 -0.6793 -0.1203  -0.43
O2 -2.6289 -1.7937 -0.2369  0.08
C9 -0.6695 -0.4116 -0.2475  -0.24
C10 -0.3640 0.4366 -1.4867  -0.14
C11 1.1447 0.6130 -1.6416  -0.16
C12 1.7380 1.2752 -0.3957  -0.31
C13 1.4312 0.4245 0.8372  -0.16
C14 -0.0758 0.2423 1.0035  -0.14
H5 -0.5319 1.2204 1.1807  0.11
H6 -0.2777 -0.3832 1.8744  0.13
H7 1.9081 -0.5524 0.7397  0.10
H8 1.8491 0.9000 1.7257  0.12
C15 3.2449 1.5314 -0.5454  -0.21
N2 4.0583 0.3422 -0.6706  -0.12
S1 4.5807 -0.4296 0.7145  0.58
O3 4.0431 -1.7587 0.7598  -0.29
O4 4.4157 0.4471 1.8326  -0.29
C16 6.3068 -0.5683 0.3623  -0.62
C17 7.0075 -1.6826 0.0192  -0.14
C18 8.3732 -1.4061 -0.2060  -0.18
C19 8.6689 -0.0903 -0.0302  -0.39
S2 7.2904 0.8361 0.4183  1.04
H9 9.6210 0.3908 -0.1346  0.07
H10 9.0958 -2.1519 -0.4828  0.10
H11 6.5498 -2.6513 -0.0552  0.11
H12 3.7037 -0.3284 -1.3344  0.10
H13 3.4309 2.1592 -1.4239  0.12
H14 3.6187 2.0446 0.3423  0.12
H15 1.2668 2.2578 -0.2707  0.15
H16 1.5984 -0.3696 -1.7896  0.12
H17 1.3568 1.2211 -2.5246  0.12
H18 -0.8322 1.4208 -1.3997  0.12
H19 -0.7745 -0.0499 -2.3740  0.13
H20 -0.2021 -1.3931 -0.3767  0.16
H21 -2.3924 1.3099 0.1905  0.13
H22 -4.7380 -1.4806 0.0415  0.09
H23 -7.8966 -3.2378 0.1427  0.09
H24 -6.5017 -2.7223 -0.8390  0.10

- SMILES: COc1cccc(NC(=O)[C@H]2CC[C@H](CNS(=O)(=O)c3cccs3)CC2)c1
- HOMO-LUMO gap: 8.7 eV
- LUMO: 0.507 eV

Energy ordering: 2 at the bottom, the next structure 6.6 kJ/mol above.

## 1
C39H39BrN9O2SV | the ωB97M-V functional and the def2-TZVPD basis

Last column: Mulliken spin population.
Cartesian coordinates (Å):
V1 -0.7195 -0.1054 0.2416  2.05
C1 0.9765 -0.1324 2.1928  -0.10
C2 1.8356 0.9144 1.8818  -0.05
C3 1.0865 2.1316 1.8481  0.00
C4 -0.2362 1.8299 2.0809  0.01
C5 -0.3659 0.4021 2.3094  0.09
C6 -1.3363 -0.0752 3.3774  0.02
C7 -1.3690 2.8011 2.2064  -0.01
C8 1.6513 3.5080 1.6377  0.00
C9 3.3082 0.8059 1.6116  -0.01
C10 1.3722 -1.5452 2.5337  0.00
H1 -1.2072 0.5193 4.2901  0.00
H2 -1.1568 -1.1204 3.6268  0.00
H3 -2.3776 0.0084 3.0628  -0.01
H4 -1.4096 3.2297 3.2136  0.00
H5 -2.3250 2.3136 2.0124  0.00
H6 -1.2689 3.6301 1.5010  0.00
H7 1.7592 4.0393 2.5892  0.00
H8 1.0042 4.1161 0.9993  0.00
H9 2.6390 3.4762 1.1695  0.00
H10 3.8569 1.6228 2.0874  0.00
H11 3.5211 0.8354 0.5372  0.00
H12 3.7101 -0.1340 1.9936  0.00
H13 0.5311 -2.2292 2.4064  0.00
H14 1.7034 -1.6222 3.5755  0.00
H15 2.2000 -1.8971 1.9100  0.00
Br1 2.3579 0.3147 -8.0258  0.00
C11 1.2042 1.5852 -7.1865  0.08
C12 1.6171 2.9047 -7.0380  -0.03
C13 0.7756 3.8185 -6.4301  0.06
C14 -0.4900 3.4414 -5.9219  -0.03
C15 -0.8638 2.0841 -6.0765  0.10
C16 -0.0381 1.1813 -6.7263  -0.04
N1 -1.3308 4.4136 -5.4547  0.28
N2 -2.3621 4.0797 -4.6986  0.33
C17 -2.2451 3.2182 -3.6481  -0.08
C18 -3.4306 2.5955 -3.2161  0.14
C19 -3.4690 1.6818 -2.1688  -0.09
C20 -2.3286 1.3578 -1.4621  0.09
O1 -2.3006 0.4515 -0.4498  -0.06
C21 -1.1244 1.9891 -1.8123  0.07
N3 -0.0399 1.6356 -1.0406  0.02
C22 1.0903 2.2919 -1.2245  0.02
C23 1.2112 3.3462 -2.1289  0.06
C24 0.1455 3.6695 -2.9456  -0.01
C25 -1.0557 2.9566 -2.8532  0.05
H16 2.5877 3.2123 -7.4068  0.00
H17 1.0690 4.8576 -6.3324  0.01
H18 -1.8387 1.7693 -5.7259  0.02
H19 -0.3609 0.1587 -6.8841  0.00
H20 -4.3272 2.8313 -3.7750  0.02
H21 -4.4021 1.2115 -1.8795  0.00
H22 1.9310 1.9720 -0.6251  -0.01
H23 2.1414 3.8958 -2.1930  0.00
H24 0.2287 4.4962 -3.6365  -0.01
N4 -0.7132 -3.1003 -3.8992  0.00
N5 -0.2685 -2.6690 -2.6584  0.01
N6 0.5750 -3.3632 -1.9295  -0.01
C26 0.7148 -2.5736 -0.8774  0.05
N7 -0.0216 -1.4615 -1.0104  -0.10
N8 -0.6453 -1.5392 -2.1621  0.04
H25 -1.1133 -4.0227 -3.7765  0.00
H26 -1.4250 -2.4404 -4.1916  0.00
H27 1.3344 -2.7938 -0.0269  0.00
N9 -5.8292 -7.9505 3.8808  0.01
C27 -5.2461 -7.0595 3.4462  0.00
C28 -4.5067 -5.9418 2.9042  0.02
C29 -3.8851 -6.0504 1.6628  -0.01
C30 -3.1545 -4.9913 1.1576  0.02
C31 -3.0255 -3.7931 1.8728  -0.03
C32 -3.6638 -3.6982 3.1186  0.02
C33 -4.3944 -4.7555 3.6276  -0.01
C34 -2.2722 -2.6919 1.3559  0.10
C35 -1.6477 -1.7101 0.9789  -0.11
H28 -3.9847 -6.9695 1.0994  0.00
H29 -2.6690 -5.0735 0.1943  0.00
H30 -3.5729 -2.7737 3.6733  0.00
H31 -4.8866 -4.6709 4.5880  0.00
O2 2.6837 -0.2876 -1.4771  0.00
S1 2.8327 -0.7775 -2.8924  0.00
C36 4.6113 -0.5861 -3.3020  0.00
C37 4.7673 0.5938 -4.2682  0.00
C38 3.5790 1.5169 -4.0068  0.00
C39 2.3813 0.5852 -3.9904  -0.03
H32 4.9892 -1.5321 -3.6905  0.00
H33 5.0578 -0.3918 -2.3264  0.00
H34 4.7340 0.2464 -5.3025  0.00
H35 5.7223 1.0995 -4.1173  0.00
H36 3.4734 2.2980 -4.7596  0.00
H37 3.6755 1.9945 -3.0277  0.00
H38 2.2075 0.1410 -4.9748  0.00
H39 1.4533 1.0228 -3.6188  0.02

- Net charge: -1
- Multiplicity: 4
- HOMO-LUMO gap (spin up / spin down): 5.1 / 5.8 eV
- LUMO (spin up / spin down): 1.977 / 1.957 eV

## 2
C39H39BrN9O2SV | the ωB97M-V functional and the def2-TZVPD basis

Last column: Mulliken spin population.
Cartesian coordinates (Å):
V1 -0.7328 -0.1967 1.3651  2.09
C1 0.8839 -0.2646 3.3355  -0.09
C2 1.7562 0.7705 3.0109  -0.05
C3 1.0284 1.9995 2.9932  -0.01
C4 -0.2977 1.7154 3.2525  0.02
C5 -0.4433 0.2960 3.4803  0.07
C6 -1.4491 -0.1944 4.4935  0.02
C7 -1.4220 2.6986 3.3414  -0.01
C8 1.5974 3.3551 2.7146  0.00
C9 3.2209 0.6383 2.7281  -0.01
C10 1.2623 -1.6783 3.6653  0.01
H1 -1.3352 0.3487 5.4380  0.00
H2 -1.3113 -1.2563 4.6958  0.00
H3 -2.4819 -0.0769 4.1595  -0.01
H4 -1.4885 3.1461 4.3400  0.00
H5 -2.3828 2.2269 3.1302  0.00
H6 -1.2995 3.5176 2.6288  0.00
H7 1.7523 3.9292 3.6326  0.00
H8 0.9367 3.9451 2.0761  0.00
H9 2.5608 3.2971 2.2081  0.00
H10 3.7845 1.4409 3.2083  0.00
H11 3.4416 0.6638 1.6596  0.00
H12 3.6150 -0.3054 3.1057  0.00
H13 0.4177 -2.3548 3.5270  0.00
H14 1.5897 -1.7823 4.7061  0.00
H15 2.0891 -2.0374 3.0477  0.00
Br1 2.2017 -0.0252 -6.9529  0.00
C11 1.1617 1.3051 -6.0712  0.08
C12 1.6623 2.5893 -5.9379  -0.03
C13 0.9077 3.5519 -5.3040  0.06
C14 -0.3732 3.2780 -4.7792  -0.02
C15 -0.8423 1.9483 -4.9131  0.10
C16 -0.0921 0.9881 -5.5595  -0.04
N1 -1.1031 4.3425 -4.3143  0.26
N2 -2.1825 4.1138 -3.5507  0.39
C17 -2.1229 3.2035 -2.5232  -0.08
C18 -3.3183 2.6090 -2.1355  0.12
C19 -3.4069 1.6719 -1.0983  -0.07
C20 -2.2993 1.3206 -0.3765  0.07
O1 -2.3272 0.4013 0.6152  -0.05
C21 -1.0696 1.9212 -0.6998  0.07
N3 -0.0110 1.5181 0.0673  0.01
C22 1.1356 2.1260 -0.0926  0.03
C23 1.3142 3.1890 -0.9921  0.04
C24 0.2824 3.5516 -1.8137  -0.01
C25 -0.9568 2.8858 -1.7296  0.02
H16 2.6371 2.8378 -6.3400  0.00
H17 1.2785 4.5665 -5.2264  0.00
H18 -1.8242 1.6958 -4.5429  0.02
H19 -0.4923 -0.0091 -5.6865  0.00
H20 -4.2034 2.8841 -2.6956  0.02
H21 -4.3580 1.2207 -0.8441  0.00
H22 1.9526 1.7624 0.5126  -0.01
H23 2.2686 3.6949 -1.0373  0.00
H24 0.3967 4.3591 -2.5224  -0.01
N4 -0.4877 -3.1163 -2.9751  0.00
N5 -0.1484 -2.7529 -1.6757  0.01
N6 0.6643 -3.4721 -0.9359  0.00
C26 0.7577 -2.7100 0.1481  0.03
N7 0.0379 -1.5944 0.0280  -0.08
N8 -0.5498 -1.6366 -1.1514  0.03
H25 -0.9361 -4.0278 -2.9105  0.00
H26 -1.1712 -2.4227 -3.2729  0.00
H27 1.3290 -2.9524 1.0233  0.00
N9 -5.6515 -8.2246 5.0026  0.00
C27 -5.0847 -7.3191 4.5753  0.00
C28 -4.3805 -6.1875 4.0392  0.01
C29 -3.7052 -6.3038 2.8256  -0.01
C30 -3.0290 -5.2152 2.3142  0.02
C31 -3.0071 -3.9921 2.9967  -0.02
C32 -3.6917 -3.8966 4.2151  0.02
C33 -4.3713 -4.9794 4.7334  -0.01
C34 -2.3019 -2.8714 2.4730  0.07
C35 -1.7148 -1.8813 2.0715  -0.11
H28 -3.7154 -7.2430 2.2902  0.00
H29 -2.5027 -5.2983 1.3730  0.00
H30 -3.6814 -2.9555 4.7473  0.00
H31 -4.8979 -4.8956 5.6739  0.00
O2 2.8174 -0.4924 -0.3463  0.00
S1 2.8527 -1.0209 -1.7519  0.00
C36 4.5694 -0.7968 -2.3294  0.00
C37 4.6040 0.3845 -3.3026  0.00
C38 3.4145 1.2719 -2.9433  0.00
C39 2.2552 0.2982 -2.8133  -0.02
H32 4.9428 -1.7310 -2.7413  0.00
H33 5.0937 -0.5852 -1.3962  0.00
H34 4.4857 0.0239 -4.3266  0.00
H35 5.5572 0.9112 -3.2444  0.00
H36 3.2065 2.0365 -3.6878  0.00
H37 3.5804 1.7666 -1.9843  0.00
H38 2.0072 -0.1530 -3.7770  0.00
H39 1.3445 0.6917 -2.3640  0.02

- Net charge: -1
- Multiplicity: 4
- HOMO-LUMO gap (spin up / spin down): 5.1 / 5.9 eV
- LUMO (spin up / spin down): 1.972 / 1.958 eV

Energy ordering: 2 at the bottom, the next structure 38.3 kJ/mol above.

## 1
C2H5NO3 | the ωB97M-V functional and the def2-TZVPD basis

Last column: Löwdin charge in e.
Cartesian coordinates (Å):
C1 -0.2791 -0.8315 0.6839  -0.33
N1 -1.7905 0.6288 -0.4393  0.10
C2 1.5264 0.2260 -0.3118  -0.24
O1 -1.4409 -0.6934 0.0205  -0.06
O2 0.2790 0.1744 1.2361  -0.07
O3 1.1573 0.9500 -1.1876  0.01
H1 -1.2790 1.2778 0.1616  0.08
H2 -1.3688 0.7076 -1.3636  0.09
H3 -0.3600 -1.7858 1.2235  0.16
H4 1.1632 -0.9895 -0.3694  0.14
H5 2.3924 0.3356 0.3461  0.12

- SMILES: NOC=O.C=O
- HOMO-LUMO gap: 9.8 eV
- LUMO: -0.078 eV

## 2
C2H5NO3 | the ωB97M-V functional and the def2-TZVPD basis

Last column: Löwdin charge in e.
Cartesian coordinates (Å):
C1 -1.7692 0.0654 0.7958  -0.38
N1 -1.4201 -0.7548 -0.2391  0.12
O1 -1.1243 1.0350 1.1431  0.02
H1 -2.7221 -0.1507 1.2926  0.13
H2 -0.9635 -0.3133 -1.0319  0.11
H3 -2.1174 -1.3952 -0.5745  0.09
O2 2.2144 -0.3794 -1.4618  0.05
C2 2.4155 0.2657 -0.4696  -0.39
O3 1.5468 0.3877 0.5385  0.05
H4 3.3456 0.8218 -0.3190  0.14
H5 0.5942 0.4179 0.3260  0.05

- SMILES: NC=O.O=CO
- HOMO-LUMO gap: 11.2 eV
- LUMO: 0.683 eV

Energy ordering: 2 at the bottom, the next structure 439.4 kJ/mol above.

## 1
C2H5NO3 | the ωB97M-V functional and the def2-TZVPD basis

Last column: Löwdin charge in e.
Cartesian coordinates (Å):
C1 -0.0019 0.2178 -0.8148  -0.54
C2 -0.0224 -0.4037 0.5533  -0.27
N1 1.0360 1.0063 -1.0320  0.18
O1 -0.8263 -0.1587 -1.6223  0.08
O2 -0.6038 0.5100 1.6627  -0.02
O3 -0.6938 -1.6649 0.6389  0.02
H1 1.0934 -0.5825 0.9513  0.18
H2 1.8187 1.1570 -0.3578  0.14
H3 1.1132 1.4965 -1.9251  0.13
H4 -1.4298 0.1302 1.7912  0.03
H5 -1.4834 -1.7081 0.1546  0.07

- SMILES: NC(=O)C(O)O
- HOMO-LUMO gap: 10.8 eV
- LUMO: 0.668 eV

## 2
C2H5NO3 | the ωB97M-V functional and the def2-TZVPD basis

Last column: Löwdin charge in e.
Cartesian coordinates (Å):
O1 -2.7958 0.0791 0.0094  0.09
C1 -2.2314 -0.2975 -0.9648  -0.34
N1 -0.8736 -0.5754 -1.0357  0.07
C2 0.1334 -0.6371 -0.0505  -0.31
O2 0.0388 -0.9316 1.0951  0.11
H1 -2.7024 -0.4632 -1.9439  0.13
H2 -0.5846 -0.9798 -1.9165  0.13
H3 1.0801 -0.4566 -0.5885  0.13
H4 1.8993 1.2652 1.6518  0.02
H5 3.2947 1.8102 1.6305  0.03
O3 2.7414 1.1867 2.1131  -0.06

- SMILES: O=CNC=O.O
- HOMO-LUMO gap: 10.8 eV
- LUMO: 0.345 eV

Energy ordering: 2 at the bottom, the next structure 6.9 kJ/mol above.